Entry 1:
86
Properties=species:S:1:pos:R:3 method="wB97M-V/def2-TZVPD" energy_ev=-79532.1108 largest_force_ev_per_a=1.42 e_homo_ev=-12.6 lumo_ev=-3.40 charge=+1 homo_lumo_gap_ev=9.16
C 0.865 1.969 0.038
C 2.122 1.176 -0.366
C 3.295 1.723 0.459
C 4.662 1.431 -0.205
N 5.455 0.430 0.513
C 6.372 1.022 1.449
C 5.762 1.940 2.494
O 4.819 1.339 3.340
C 4.963 -0.054 3.484
C 6.380 -0.607 3.359
N 7.150 -0.022 2.201
H 1.022 2.996 -0.282
H 0.856 1.985 1.124
H -0.046 1.557 -0.374
H 2.316 1.287 -1.426
H 1.958 0.145 -0.078
H 3.215 2.804 0.526
H 3.253 1.266 1.439
H 4.421 0.983 -1.161
H 5.201 2.353 -0.432
H 6.024 -0.104 -0.131
H 7.082 1.636 0.883
H 6.591 2.335 3.093
H 5.312 2.804 2.030
H 4.509 -0.395 4.401
H 4.380 -0.516 2.688
H 6.273 -1.664 3.171
H 6.961 -0.460 4.259
H 7.961 0.467 2.569
H 7.453 -0.722 1.530
C -2.654 -2.136 -4.002
C -2.871 -1.594 -2.605
O -1.996 -2.245 -1.662
C -0.753 -1.819 -1.603
O -0.268 -0.941 -2.249
C -0.005 -2.610 -0.522
F -0.249 -3.922 -0.610
F -0.375 -2.212 0.707
F 1.316 -2.441 -0.610
H -2.763 -3.221 -4.012
H -3.374 -1.703 -4.695
H -1.650 -1.909 -4.361
H -3.882 -1.812 -2.272
H -2.744 -0.515 -2.569
C -1.104 -5.531 2.131
C -1.335 -6.973 2.531
O -2.572 -7.121 3.251
C -3.669 -7.173 2.509
O -3.714 -7.107 1.321
C -4.894 -7.378 3.409
F -4.864 -6.561 4.470
F -4.936 -8.636 3.864
F -6.021 -7.143 2.746
H -1.151 -4.881 3.006
H -0.131 -5.416 1.658
H -1.868 -5.189 1.434
H -0.552 -7.302 3.210
H -1.317 -7.636 1.668
C 0.266 5.776 -1.894
C 0.819 5.189 -3.174
O -0.203 4.498 -3.910
C -1.013 5.260 -4.635
O -0.962 6.445 -4.724
C -2.014 4.377 -5.390
F -2.542 3.441 -4.590
F -1.411 3.750 -6.408
F -3.011 5.099 -5.885
H -0.220 4.999 -1.302
H 1.061 6.227 -1.301
H -0.483 6.539 -2.100
H 1.579 4.443 -2.946
H 1.287 5.951 -3.796
C -6.341 0.531 1.526
C -6.363 1.622 0.477
O -5.083 2.280 0.381
C -4.158 1.655 -0.326
O -4.290 0.611 -0.884
C -2.894 2.519 -0.364
F -2.583 2.997 0.848
F -3.071 3.569 -1.178
F -1.829 1.840 -0.811
H -6.014 0.933 2.486
H -7.333 0.098 1.646
H -5.648 -0.263 1.254
H -7.074 2.395 0.757
H -6.664 1.239 -0.496


Entry 2:
14
Properties=species:S:1:pos:R:3 method="wB97M-V/def2-TZVPD" energy_ev=-8827.1401 largest_force_ev_per_a=0.56 e_homo_ev="-9.1 / -9.1" lumo_ev="-0.26 / -0.26" de_lowest_ev=9.063 homo_lumo_gap_ev="8.84 / 8.84"
C -1.586 -0.897 -0.319
N -1.727 0.555 0.041
C -0.515 0.071 -0.238
C 0.623 0.265 0.706
C 1.759 -0.310 -0.159
C 0.885 0.721 -0.844
O 0.962 1.608 0.286
H -1.709 -1.621 0.491
H -1.997 -1.200 -1.280
H -1.359 0.579 1.559
H -0.591 0.431 1.975
H 1.681 -1.352 -0.470
H 2.751 0.043 0.106
H 0.822 1.108 -1.856


Entry 3:
9
Properties=species:S:1:pos:R:3 method="wB97M-V/def2-TZVPD" energy_ev=-20492.4075 largest_force_ev_per_a=4.22 e_homo_ev=-4.2 lumo_ev=3.75 de_lowest_ev=1.517 charge=-1 homo_lumo_gap_ev=7.98
N -0.061 0.462 -0.092
N 1.394 -1.960 -0.911
O 1.805 -2.914 -1.585
O -0.471 0.804 -2.780
O 1.443 -2.006 0.289
O 1.838 1.358 -1.728
P 0.541 0.711 -1.631
H -0.611 -0.380 -0.160
H 0.756 0.186 0.387


Entry 4:
11
Properties=species:S:1:pos:R:3 method="wB97M-V/def2-TZVPD" energy_ev=-21604.5909 largest_force_ev_per_a=4.50 e_homo_ev=-8.1 lumo_ev=-1.35 de_lowest_ev=4.570 homo_lumo_gap_ev=6.75
C -0.519 -1.588 0.127
C -0.164 1.007 -0.867
O 2.334 -0.605 0.756
P 0.581 -0.682 -1.023
I 3.941 0.025 0.022
H -0.784 -2.483 -0.301
H -1.459 -0.978 0.446
H 0.162 -1.629 1.061
H -1.072 1.012 -0.224
H -0.316 1.440 -1.849
H 0.633 1.431 -0.133


Entry 5:
78
Properties=species:S:1:pos:R:3 method="wB97M-V/def2-TZVPD" energy_ev=-52905.6530 multiplicity=6 largest_force_ev_per_a=5.48 e_homo_ev="-7.7 / -11.7" lumo_ev="-2.48 / -5.72" s_squared=8.83 charge=+1 homo_lumo_gap_ev="5.23 / 6.02"
C 2.175 0.109 1.059
C 2.171 -0.789 -0.077
C 1.890 -0.036 -1.238
H 2.402 -1.854 -0.126
C 1.570 1.310 -0.858
C 1.838 1.445 0.542
H 1.325 2.121 -1.551
C -0.949 -1.731 1.046
C -0.227 -2.875 0.538
C -0.373 -2.896 -0.868
H 0.217 -3.662 1.170
C -1.230 -1.850 -1.276
C -1.502 -0.987 -0.107
H 2.035 -0.392 -2.261
H 1.759 2.407 1.047
H 2.460 -0.156 2.068
H -2.381 -0.354 -0.062
H 0.024 -3.673 -1.513
H -1.233 -1.562 2.087
Ir 0.087 0.113 0.424
C -1.640 -1.500 -2.672
C -3.127 -1.171 -2.924
C -1.251 -2.668 -3.599
H -3.751 -2.062 -2.727
H -3.251 -0.822 -3.971
H -3.463 -0.382 -2.238
H -1.837 -3.568 -3.349
H -0.180 -2.928 -3.561
H -1.432 -2.394 -4.647
C -0.811 -0.247 -3.024
C -1.458 1.068 -2.681
H -0.554 -0.345 -4.078
H 0.131 -0.290 -2.464
O -1.814 1.226 -1.479
N -1.693 2.020 -3.681
C -0.593 2.858 -4.236
H -2.578 2.504 -3.510
C 0.668 2.048 -4.595
C 1.893 2.576 -4.220
H 1.873 3.549 -3.735
C 3.061 1.870 -4.455
H 3.985 2.341 -4.187
C 3.053 0.631 -5.073
H 3.972 0.102 -5.302
C 1.837 0.115 -5.515
H 1.781 -0.858 -6.005
C 0.663 0.880 -5.396
H -0.253 0.511 -5.899
H -0.377 3.737 -3.584
H -1.017 3.281 -5.172
C -1.082 1.246 5.013
Si 0.068 0.843 3.586
C 1.625 1.880 3.849
C 0.631 -0.922 3.900
C -0.824 1.103 1.918
Si -1.329 2.992 1.640
C -0.091 4.251 2.288
C -1.678 3.559 -0.100
C -2.991 3.254 2.507
H -0.652 0.875 5.954
H -2.066 0.774 4.922
H -1.256 2.318 5.158
H 2.112 1.473 4.751
H 2.344 1.803 3.025
H 1.404 2.941 4.017
H -0.211 -1.532 4.255
H 1.049 -1.412 3.012
H 1.401 -0.923 4.689
H -1.808 0.574 2.116
H 0.928 4.089 1.923
H -0.414 5.221 1.885
H -0.048 4.368 3.376
H -2.438 2.980 -0.626
H -2.029 4.599 -0.015
H -0.747 3.525 -0.673
H -3.772 2.680 1.989
H -3.035 3.021 3.579
H -3.268 4.311 2.398


Entry 6:
8
Properties=species:S:1:pos:R:3 method="wB97M-V/def2-TZVPD" energy_ev=-6225.4733 largest_force_ev_per_a=5.00 e_homo_ev=-10.1 lumo_ev=-1.26 de_lowest_ev=8.834 homo_lumo_gap_ev=8.86
C -0.914 -0.230 -0.094
C 0.476 0.349 -0.160
H -1.617 0.364 1.555
H -0.786 -2.047 -0.035
H -1.477 0.561 -1.310
H 2.286 -0.049 0.065
O 1.469 -0.563 -0.013
O 0.563 1.614 -0.008


Entry 7:
11
Properties=species:S:1:pos:R:3 method="wB97M-V/def2-TZVPD" energy_ev=-12731.8426 largest_force_ev_per_a=3.80 e_homo_ev=-9.5 lumo_ev=0.04 smiles="O=c1c(O)n[nH]n1O" de_lowest_ev=2.115 homo_lumo_gap_ev=9.51
O 0.208 1.985 -0.149
C 0.112 0.772 -0.038
C 1.216 -0.185 -0.210
O 2.482 0.095 -0.025
N 0.768 -1.407 -0.317
N -0.636 -1.429 -0.111
N -1.007 -0.082 0.209
O -2.228 0.306 -0.346
H 2.555 1.030 -0.064
H -0.816 -1.981 0.709
H -2.652 0.896 0.341


Entry 8:
15
Properties=species:S:1:pos:R:3 method="wB97M-V/def2-TZVPD" energy_ev=-8294.4096 largest_force_ev_per_a=1.11 e_homo_ev=-7.9 lumo_ev=1.01 smiles=Cn1cccc1N de_lowest_ev=0.587 homo_lumo_gap_ev=8.88
C -1.335 -1.323 0.390
N -0.124 -0.573 0.113
C 1.176 -0.992 0.243
C 2.004 0.027 -0.163
C 1.180 1.116 -0.546
C -0.115 0.704 -0.368
N -1.314 1.448 -0.271
H -2.043 -1.173 -0.428
H -1.083 -2.383 0.467
H -1.820 -1.000 1.317
H 1.399 -1.981 0.614
H 3.085 0.013 -0.171
H 1.475 2.115 -0.847
H -1.116 1.909 0.610
H -1.348 2.171 -0.985


Entry 9:
20
Properties=species:S:1:pos:R:3 method="wB97M-V/def2-TZVPD" energy_ev=-10865.6330 largest_force_ev_per_a=3.36 e_homo_ev=-6.9 lumo_ev=1.01 de_lowest_ev=5.186 homo_lumo_gap_ev=7.88
C 1.444 -1.828 -0.156
C 1.607 0.597 0.100
C -0.640 -0.847 -0.712
C 2.553 1.718 0.340
C -2.072 -0.395 1.156
C -2.512 0.382 -1.194
N 0.165 -1.748 -0.353
N 2.193 -0.619 -0.011
N -1.772 -0.424 -0.255
H 1.996 -2.711 -0.240
H 3.611 1.624 0.006
H 2.115 2.509 -0.318
H 2.548 2.009 1.368
H -2.101 0.694 1.348
H -2.922 -1.001 1.475
H -1.156 -0.650 1.706
H -2.071 0.389 -2.133
H -3.499 -0.111 -1.196
H -2.674 1.405 -0.921
H 3.187 -0.994 -0.011


Entry 10:
14
Properties=species:S:1:pos:R:3 method="wB97M-V/def2-TZVPD" energy_ev=-9845.8878 largest_force_ev_per_a=0.53 e_homo_ev=-9.8 lumo_ev=0.83 de_lowest_ev=1.392 homo_lumo_gap_ev=10.59
H 0.451 -0.387 -2.189
N 0.313 -0.643 -1.216
C 0.533 0.345 -0.449
C 0.937 1.746 -0.823
O 0.381 0.209 0.887
C -0.165 -1.040 1.288
C -1.589 -1.175 0.770
O -2.193 -2.215 0.765
H 1.985 1.772 -1.133
H 0.322 2.084 -1.659
H 0.802 2.425 0.021
H 0.431 -1.881 0.924
H -0.165 -1.024 2.383
H -2.042 -0.215 0.430


Entry 11:
16
Properties=species:S:1:pos:R:3 method="wB97M-V/def2-TZVPD" energy_ev=-14148.5813 largest_force_ev_per_a=2.65 e_homo_ev=-16.6 lumo_ev=-8.16 de_lowest_ev=0.000 charge=+2 homo_lumo_gap_ev=8.45
C -0.415 -1.663 -0.811
C 0.725 -1.109 -0.360
O 0.959 0.248 -0.690
C 2.205 0.690 -0.970
O 3.201 0.070 -1.091
O 1.988 1.998 -1.236
Ba -0.259 2.706 -0.845
H -0.617 -2.686 -0.497
H -1.163 -1.106 -1.375
H 1.640 -1.652 -0.136
H -1.529 -1.270 1.855
H 2.766 2.505 -1.515
C -2.389 -0.494 2.065
C -2.336 0.700 1.558
O -1.980 1.676 0.980
H -2.798 -0.612 3.070


Entry 12:
8
Properties=species:S:1:pos:R:3 method="wB97M-V/def2-TZVPD" energy_ev=-21114.4423 largest_force_ev_per_a=3.73 e_homo_ev=-2.6 lumo_ev=3.65 de_lowest_ev=2.274 charge=-1 homo_lumo_gap_ev=6.29
C 1.016 -0.070 0.242
C 0.510 0.980 -0.447
O 1.177 1.902 -0.912
O -0.932 0.635 -0.474
O -2.449 -1.426 0.037
O 0.071 -1.141 0.598
S -1.444 -0.591 0.662
H 2.052 -0.289 0.295


Entry 13:
26
Properties=species:S:1:pos:R:3 method="wB97M-V/def2-TZVPD" energy_ev=-19435.0549 largest_force_ev_per_a=4.34 e_homo_ev=-16.5 lumo_ev=-7.44 smiles="CN(C(=O)[NH+]=C=O)C(C(N)=[NH2+])=C(N)N" de_lowest_ev=0.000 charge=+2 homo_lumo_gap_ev=9.04
C 0.085 -1.586 1.769
N -0.559 -0.782 0.665
C -1.757 -1.035 0.311
O -2.667 -1.648 0.714
N -2.258 -0.100 -1.000
C -3.066 0.879 -0.890
O -3.819 1.726 -0.858
C 0.340 0.131 0.025
C 0.696 1.257 0.798
N 0.053 1.607 1.925
N 1.830 1.901 0.425
C 0.883 -0.324 -1.269
N 1.535 0.480 -2.097
N 0.655 -1.574 -1.664
H -0.459 -2.577 1.973
H 1.176 -1.745 1.615
H -0.062 -1.156 2.750
H -2.145 -0.501 -1.926
H -0.505 0.986 2.385
H 0.464 2.326 2.488
H 2.442 1.345 -0.172
H 2.134 2.752 0.688
H 1.680 1.547 -1.879
H 1.985 0.216 -3.016
H 0.132 -2.284 -1.264
H 1.207 -1.840 -2.495


Entry 14:
19
Properties=species:S:1:pos:R:3 method="wB97M-V/def2-TZVPD" energy_ev=-18602.9895 largest_force_ev_per_a=4.75 e_homo_ev=-14.0 lumo_ev=-2.84 smiles=C[NH+](C)C(N)(N)S de_lowest_ev=3.250 charge=+1 homo_lumo_gap_ev=11.18
C -0.854 -1.519 -0.715
N 0.008 -0.789 0.208
C -0.455 -0.754 1.696
C 0.296 0.751 -0.460
N 0.873 0.605 -1.689
N 1.309 1.292 0.655
S -1.260 1.775 -0.491
H -1.918 -1.099 -0.856
H -0.349 -1.455 -1.702
H -1.155 -2.550 -0.255
H 0.884 -1.307 0.197
H 0.147 0.004 2.045
H -1.463 -0.229 1.746
H -0.082 -1.640 2.257
H 0.300 0.383 -2.441
H 1.431 1.368 -1.987
H 1.309 2.311 0.595
H 2.344 0.951 0.418
H -1.367 1.901 0.779


Entry 15:
91
Properties=species:S:1:pos:R:3 method="wB97M-V/def2-TZVPD" energy_ev=-119526.0596 multiplicity=2 largest_force_ev_per_a=3.33 e_homo_ev="-10.6 / -10.6" lumo_ev="-3.96 / -3.65" s_squared=0.80 de_lowest_ev=0.565 charge=+1 homo_lumo_gap_ev="6.62 / 6.92"
V 0.575 -0.814 0.772
C 0.783 3.672 3.016
C 1.002 2.681 1.931
N 0.527 2.760 0.760
N -0.410 3.753 0.576
C -0.695 4.247 -0.652
N -1.460 5.365 -0.615
S 0.009 3.748 -2.083
C 2.149 1.759 2.048
C 3.275 2.179 2.673
C 4.417 1.397 2.614
C 4.430 0.235 1.868
C 3.259 -0.159 1.305
N 2.102 0.541 1.489
H 1.044 3.291 4.004
H -0.250 4.001 2.924
H 1.304 4.617 2.880
H -0.818 4.218 1.342
H -2.107 5.434 0.178
H -1.719 5.812 -1.486
H 3.379 3.152 3.080
H 5.308 1.698 3.167
H 5.347 -0.361 1.778
H 3.249 -1.053 0.710
N 3.020 -4.096 0.896
N 1.714 -4.606 1.125
C 0.622 -3.855 0.725
O -0.530 -4.199 0.809
O 0.870 -2.614 0.274
H 3.487 -4.665 0.246
H 3.547 -4.237 1.757
H 1.645 -5.604 1.323
F -2.288 -1.495 2.716
C -1.091 -1.922 3.225
C 0.123 -1.622 2.720
C 1.115 -2.104 3.542
F 2.362 -1.789 3.104
C 1.061 -2.761 4.713
F 2.100 -3.121 5.451
C -0.215 -2.991 5.214
F -0.427 -3.551 6.450
C -1.282 -2.595 4.432
F -2.501 -2.854 4.812
N -1.011 -0.210 0.418
C -2.208 0.121 0.239
C -2.666 1.358 0.946
C -2.270 1.541 2.257
C -2.638 2.635 2.968
C -3.397 3.714 2.403
C -3.797 3.526 1.095
C -3.449 2.384 0.406
C -3.117 -0.672 -0.569
C -4.513 -0.404 -0.548
C -5.362 -1.173 -1.297
C -4.850 -2.210 -2.063
C -3.527 -2.577 -1.982
C -2.657 -1.851 -1.194
H -1.534 0.847 2.708
H -2.177 2.774 3.977
H -3.720 4.587 2.972
H -4.425 4.236 0.606
H -3.850 2.123 -0.589
H -4.842 0.442 0.032
H -6.381 -0.845 -1.399
H -5.491 -2.742 -2.782
H -3.206 -3.531 -2.332
H -1.672 -2.237 -1.170
O 1.294 -0.157 -0.971
S 0.692 0.375 -2.297
C 0.187 -1.140 -3.156
C -0.795 -1.019 -4.102
C -1.292 -2.138 -4.771
C -0.626 -3.346 -4.547
C 0.321 -3.467 -3.533
C 0.721 -2.407 -2.821
C 2.154 0.821 -3.216
C 3.396 0.315 -2.963
C 4.433 0.582 -3.897
C 4.155 1.451 -4.953
C 2.859 1.944 -5.175
C 1.839 1.664 -4.270
H -1.292 -0.088 -4.408
H -2.040 -2.079 -5.506
H -0.970 -4.264 -4.990
H 0.671 -4.478 -3.379
H 1.535 -2.404 -2.082
H 3.518 -0.289 -2.112
H 5.435 0.209 -3.760
H 4.962 1.862 -5.570
H 2.733 2.608 -6.030
H 0.841 2.122 -4.405